1.
The following is a quantum chemistry calculation of C7H18N2 as an isolated structure at a distorted geometry, from the Open Molecules 2025 dataset.

**Frontier orbital gap (spin up / spin down)**: 0.261 / 0.261 Eh
**F_max**: 2.9 eV/A
**Energy above the lowest of the compared OMol25 structures with the same formula, charge and spin**: 116.0 kcal/mol

Cartesian coordinates (Å):
1 C 1.40032 0.06842 -0.83022
2 C 0.61916 -1.10133 -0.71554
3 C 2.82377 0.09505 -0.37718
4 C 0.97187 1.13742 -1.78352
5 C 0.60722 1.21605 1.31325
6 N 1.01250 2.41253 1.26878
7 H 0.38187 3.02165 0.74025
8 H 1.16910 0.49328 1.90104
9 H -0.53258 -0.80452 -0.01976
10 H 0.09053 -1.40390 -1.61918
11 H 1.09443 -1.94949 -0.23301
12 H 3.02103 -0.64776 0.39674
13 H 3.09101 1.07666 0.01137
14 H 3.48171 -0.11669 -1.22759
15 H -0.11477 1.16091 -1.88885
16 H 1.31344 2.12440 -1.45488
17 H 1.40727 0.94614 -2.76879
18 C -2.66400 -0.81896 -0.44282
19 C -2.00836 -1.02061 1.84950
20 N -1.79240 -0.32414 0.60075
21 H -0.39562 0.87539 0.87510
22 H -3.05479 -0.92533 2.16806
23 H -3.71441 -0.66780 -0.16302
24 H -2.53209 -1.89541 -0.65690
25 H -2.48614 -0.27106 -1.37018
26 H -1.39559 -0.57862 2.63669
27 H -1.79445 -2.10229 1.78991

Atom charges from the natural (NBO) analysis, given in e for atoms 1 to 8:
1 C 0.274
2 C -0.679
3 C -0.688
4 C -0.696
5 C -0.093
6 N -0.633
7 H 0.326
8 H 0.150

***

2.
The following is a quantum chemistry calculation of one molecule with the formula C10H14N4O2 at a distorted geometry, from the Open Molecules 2025 dataset.

**Frontier orbital gap**: 0.365 Eh
**F_max**: 4.6 eV/A
**Energy above the lowest of the compared OMol25 structures with the same formula, charge and spin**: 66.2 kcal/mol
**SMILES**: N#CO[C@@](C#N)(CCO)[C@H](C#N)CCCN

Cartesian coordinates (Å):
1 N 0.55738 3.27150 -1.65070
2 C 0.57907 2.37201 -0.95693
3 O 0.48753 1.18073 -0.37466
4 C -0.61514 0.42547 -0.91615
5 C -1.90208 1.20126 -0.49817
6 N -2.79040 1.86804 -0.31421
7 C -0.65010 0.34032 -2.47144
8 C 0.73724 0.01598 -3.14393
9 O 1.68241 -0.62147 -2.27336
10 C -0.74149 -1.00318 -0.27676
11 C -2.17901 -1.47166 -0.56888
12 N -3.23569 -1.79496 -0.78841
13 C -0.58558 -1.02151 1.28570
14 C 0.89225 -1.12796 1.78840
15 C 1.27031 0.03155 2.78917
16 N 0.18268 0.31992 3.75429
17 H -1.38941 -0.39454 -2.86138
18 H -0.98161 1.32617 -2.88063
19 H 1.16403 0.95804 -3.56579
20 H 0.53111 -0.66722 -4.00260
21 H 2.42586 -0.00503 -2.20918
22 H -0.04856 -1.74137 -0.73051
23 H -1.15885 -0.16530 1.69909
24 H -1.11349 -1.93905 1.63941
25 H 0.98913 -2.06603 2.38916
26 H 1.64448 -1.20072 0.97383
27 H 1.60971 0.94887 2.24995
28 H 2.15622 -0.28862 3.39555
29 H 0.10357 1.32894 3.85246
30 H 0.37842 -0.08015 4.66666

Atom charges from the natural (NBO) analysis, given in e for atoms 1 to 8:
1 N -0.365
2 C 0.533
3 O -0.480
4 C 0.221
5 C 0.224
6 N -0.261
7 C -0.477
8 C -0.074

***

3.
The following is a quantum chemistry calculation of an isolated ion of composition C6H15N2 and charge +1 at a distorted geometry, from the Open Molecules 2025 dataset.

**Frontier orbital gap**: 0.288 Eh
**F_max**: 3.8 eV/A
**Charge**: +1
**Energy above the lowest of the compared OMol25 structures with the same formula, charge and spin**: 52.4 kcal/mol
**SMILES**: CN/C=C/C[C@@H](C)[NH3+]

Cartesian coordinates (Å):
1 C 2.22644 -1.32461 -3.19781
2 N 1.70201 -1.03278 -1.89115
3 C 0.81931 -0.06895 -1.49848
4 C -0.01532 -0.29768 -0.45742
5 C -0.97075 0.68297 0.13857
6 C -0.76620 0.84277 1.64070
7 C -1.49482 1.79447 2.58722
8 N -1.31517 -0.51146 2.20122
9 H 1.42320 -1.64840 -3.88582
10 H 2.75933 -0.47731 -3.60552
11 H 2.80741 -2.22257 -3.05303
12 H 1.93359 -1.67464 -1.14893
13 H 0.90531 0.88848 -2.02506
14 H 0.22864 -1.25835 0.01668
15 H -0.73646 1.66428 -0.28361
16 H -2.01273 0.54216 -0.23113
17 H 0.31374 0.94872 1.88122
18 H -1.15589 1.75255 3.64063
19 H -2.57056 1.91150 2.45692
20 H -1.08981 2.84147 2.36650
21 H -1.20039 -1.28112 1.53774
22 H -2.29102 -0.42928 2.50739
23 H -0.75706 -0.78586 3.00816

Atom charges from the natural (NBO) analysis, given in e for atoms 1 to 8:
1 C -0.403
2 N -0.599
3 C 0.088
4 C -0.382
5 C -0.477
6 C -0.007
7 C -0.685
8 N -0.697

***

4.
The following is a quantum chemistry calculation of C19H42NO2P3Ru as an isolated structure at a distorted geometry, from the Open Molecules 2025 dataset.

**Frontier orbital gap (spin up / spin down)**: 0.282 / 0.211 Eh
**F_max**: 4.4 eV/A
**Charge**: +4
**Energy above the lowest of the compared OMol25 structures with the same formula, charge and spin**: 41.1 kcal/mol
**Multiplicity**: 5
**Expectation value of S²**: 6.045

Cartesian coordinates (Å):
1 Ru 0.17164 -0.36969 0.50669
2 P -1.40820 -1.88580 0.91512
3 P 1.43847 -0.92008 2.28538
4 P 1.42324 -1.59084 -0.90705
5 H -0.65074 5.04682 -3.96458
6 C -0.69091 4.11896 -4.54569
7 C -1.80618 3.38093 -4.61481
8 H -2.69894 3.65213 -4.03913
9 C -2.83857 -1.00042 1.61462
10 C -1.18723 -3.32811 2.00909
11 C -2.05425 -2.55584 -0.66108
12 C 2.81091 0.28453 2.34135
13 C 0.54278 -0.57362 3.83260
14 C 2.19805 -2.56159 2.56991
15 C 1.01247 -1.50314 -2.68474
16 C 1.49570 -3.42759 -0.77736
17 C 3.19101 -1.07823 -0.94296
18 H 0.22059 3.85412 -5.10112
19 H -1.90388 2.54241 -5.31578
20 H -2.93549 -0.03189 1.10124
21 H -2.69871 -0.83879 2.69134
22 H -3.74780 -1.59543 1.44857
23 H -1.01911 -2.99854 3.04110
24 H -0.33276 -3.93280 1.68491
25 H -2.09663 -3.94591 1.97769
26 H -2.16518 -1.73811 -1.38988
27 H -3.03951 -3.00667 -0.47167
28 H -1.38359 -3.32040 -1.07497
29 H 3.42870 0.12382 3.23795
30 H 2.38142 1.29516 2.36841
31 H 3.43697 0.20430 1.44351
32 H 1.14438 -0.90448 4.69137
33 H -0.42352 -1.09633 3.84219
34 H 0.36335 0.50868 3.89052
35 H 3.28710 -2.45294 2.69823
36 H 1.99869 -3.23233 1.72437
37 H 1.76203 -3.00435 3.47834
38 H 1.63123 -2.16907 -3.30207
39 H 1.22150 -0.46981 -2.97287
40 H -0.05137 -1.70791 -2.85602
41 H 1.56118 -3.84858 -1.79292
42 H 0.58420 -3.81814 -0.30668
43 H 2.38013 -3.74345 -0.20950
44 H 3.67611 -1.45319 -1.85600
45 H 3.70982 -1.47379 -0.05839
46 H 3.25209 0.01875 -0.93984
47 C -1.15155 1.65812 -1.50103
48 C -0.05848 2.57925 -1.21340
49 C 1.01495 2.61866 -2.07912
50 C 1.02809 1.86361 -3.25819
51 C -0.14943 1.21772 -3.66533
52 C -1.29140 1.30885 -2.90244
53 O -1.76293 1.03938 -0.55547
54 H 0.74999 0.49233 -0.77807
55 H 0.00202 3.00371 -0.20635
56 H 1.87281 3.24371 -1.81470
57 H 1.93666 1.85567 -3.87194
58 H -0.19762 0.66629 -4.61336
59 H -2.26512 0.97246 -3.24391
60 C -1.99477 2.04479 3.61363
61 C -1.18869 2.44012 2.40868
62 N -1.49557 3.68544 1.97141
63 O -0.29125 1.74960 1.85390
64 H -1.78432 2.74840 4.43444
65 H -3.07192 2.11407 3.39215
66 H -1.75005 1.03123 3.92959
67 H -1.06697 4.03059 1.11680
68 H -2.27564 4.18322 2.37330

Atom charges from the natural (NBO) analysis, given in e for atoms 1 to 8:
1 Ru 0.314
2 P 1.191
3 P 1.238
4 P 1.155
5 H 0.248
6 C -0.061
7 C -0.095
8 H 0.249